25
Properties=species:S:1:pos:R:3:forces:R:3:mulliken_charge:R:1 method="wB97M-V/def2-TZVPD" smiles="C/C(=N/OS(C)(=O)=O)[n+]1ccccc1" total_charge=+1 multiplicity=1 orbital_gap_ev=9.70 de_lowest_kcal_mol=81.09 e_homo_ev=-14.13
C 2.513104 -1.567827 0.081348 0.12 1.52 0.51 -0.1752
C 2.749119 -0.474454 0.913885 -2.47 1.36 -2.08 -0.8451
C 1.607925 -1.471952 -0.939425 -1.12 -1.76 -1.68 -0.7434
C 1.960431 0.629745 0.618059 0.93 1.04 1.21 0.1929
C 0.777357 -0.365271 -1.102487 -0.55 -1.31 -2.32 0.2197
C 0.059627 1.760108 -0.130565 2.71 -2.46 -0.92 0.5459
C 0.550418 3.115176 -0.365113 1.47 -0.19 2.62 -1.3759
C -2.890147 -2.145802 0.564079 -0.42 -1.17 -0.81 -0.8374
N -0.976748 1.337379 0.339618 -5.26 0.06 1.66 -0.3847
N 1.027093 0.670901 -0.368503 1.61 1.25 2.39 0.1041
O -2.699991 -0.437631 -1.378909 0.65 -0.30 -1.62 -0.5781
O -3.675245 0.485685 0.658556 0.96 -1.79 -0.28 -0.5798
O -1.220839 -0.035975 0.593578 0.95 0.27 -0.56 -0.1539
S -2.779806 -0.455397 0.024810 -1.72 2.51 1.55 1.2579
H 3.057992 -2.433696 0.247450 0.88 -1.66 0.02 0.5208
H 3.424994 -0.357091 1.695791 1.12 -0.39 1.15 0.4961
H 1.493965 -2.361571 -1.620518 -0.07 1.19 0.79 0.3689
H 2.029434 1.575197 1.219944 0.00 -1.10 -0.69 0.3365
H -0.060668 -0.225127 -1.843439 1.06 -0.62 0.79 0.4897
H -0.229852 3.568729 -0.839483 -1.72 1.77 -1.82 0.4802
H 1.488953 3.017235 -0.936660 -0.52 0.70 0.32 0.3312
H 0.619080 3.669836 0.640237 0.41 -0.80 -1.51 0.3280
H -3.352397 -2.205368 1.545466 0.39 0.21 0.22 0.3537
H -3.626078 -2.735630 -0.140647 1.69 1.50 0.97 0.3535
H -1.847726 -2.557203 0.522930 -1.10 0.17 0.09 0.2945